CH8N4 | ωB97M-V with the def2-TZVPD basis set

HOMO energy in eV: -21.07
F_max in eV Å⁻¹: 5.37
E_LUMO in eV: -10.23
Net charge: +2
Total energy in eV: -7105.2477
ΔE to the lowest compared entry with this formula, charge and spin in eV: 0.0000

CARTESIAN COORDINATES (ANGSTROEM)
N  0.486  1.269  -0.368
N  0.686  0.104  -0.174
N  -1.576  0.207  0.185
N  1.864  -0.394  0.097
C  -0.514  -0.676  -0.069
H  -1.408  0.878  0.920
H  -0.581  -1.430  0.708
H  1.196  2.012  -0.560
H  2.761  0.194  0.187
H  -0.711  -1.318  -1.084
H  -1.836  0.752  -0.639
H  -2.492  -0.280  0.531
H  2.125  -1.320  0.267

Atomic partial charges in e from the Löwdin method, atoms 1 to 4:
1. N 0.256
2. N -0.233
3. N 0.190
4. N 0.247